{"formula": "C3H16NO3", "method": "ωB97M-V with the def2-TZVPD basis set", "elements": ["C", "C", "C", "N", "H", "H", "H", "H", "H", "H", "H", "H", "H", "H", "H", "H", "O", "H", "H", "O", "H", "H", "O"], "positions_angstrom": [[0.716364, 1.252051, 0.323301], [-0.129591, 0.276445, -0.499735], [-0.361695, 0.813515, -1.908700], [0.762357, -0.998075, -0.668258], [0.634647, 0.961228, 1.377829], [1.695370, 1.252293, -0.173936], [0.144280, 2.194090, 0.197088], [-1.150903, -0.050323, -0.242932], [0.531575, 1.125126, -2.478267], [-1.025273, 1.685637, -1.810952], [-0.663484, 0.039662, -2.604987], [0.366088, -1.841766, -0.184121], [0.840215, -1.291383, -1.641881], [1.680543, -0.731674, -0.329491], [0.032177, -3.410473, 1.307247], [-0.291929, -4.226553, 0.125772], [0.283392, -3.505569, 0.373200], [-2.274309, -2.190467, 2.905144], [-0.982423, -1.960723, 3.544918], [-1.336248, -2.259472, 2.694987], [0.951721, 4.101022, 0.070835], [-0.428479, 4.631658, -0.545318], [0.005609, 4.133740, 0.168247]], "forces_ev_per_angstrom": [[-2.57, -0.50, -0.15], [0.79, -0.66, -2.04], [0.92, 0.53, -0.58], [-1.32, 0.05, 0.16], [0.82, 0.19, -0.17], [-0.07, 0.44, 0.67], [0.97, -0.27, 0.33], [0.78, 0.08, 1.07], [0.21, 0.43, 0.89], [-0.03, -0.54, -0.50], [-1.22, -0.16, 0.15], [0.57, 0.13, 0.10], [0.07, 0.20, -0.04], [0.18, -0.52, 0.12], [0.13, 0.28, 0.07], [-0.19, -0.44, -0.60], [-0.15, 0.27, 0.70], [-0.27, -0.23, -0.48], [0.45, -0.12, -0.20], [-0.03, 0.31, 0.60], [0.40, 0.52, -0.47], [0.77, -0.08, 0.33], [-1.24, 0.09, 0.06]], "total_energy_ev": -10996.8389, "spin_multiplicity": 1, "e_homo_ev": -14.5, "charge": 1, "orbital_gap_ev": 11.7, "largest_force_ha_per_bohr": 0.0509, "relative_energy_kj_mol": 99.0}


{"formula": "C3H16O4S", "method": "ωB97M-V with the def2-TZVPD basis set", "elements": ["C", "C", "C", "S", "H", "H", "H", "H", "H", "H", "H", "H", "O", "H", "H", "O", "H", "H", "O", "H", "H", "O", "H", "H"], "positions_angstrom": [[1.600175, -1.061362, -2.629418], [1.738285, 0.407797, -2.314777], [0.634006, 0.748197, -1.347269], [0.296378, 2.542819, -1.197761], [2.514038, -1.420165, -3.046736], [1.361437, -1.508386, -1.671298], [0.762413, -1.318056, -3.151319], [1.683846, 1.069752, -3.165466], [2.688430, 0.570239, -1.939252], [-0.177696, 0.117151, -1.674010], [0.827683, 0.393599, -0.338938], [-0.301593, 2.174553, -0.012664], [-2.684400, -4.728528, 1.408293], [-2.996829, -4.962569, 2.233164], [-2.508304, -3.749341, 1.260294], [-1.637648, 3.792445, 2.355762], [-1.952995, 4.175895, 3.158161], [-1.770002, 2.852343, 2.434854], [4.887821, 3.088793, 3.605953], [5.501813, 2.449342, 3.356868], [4.799297, 3.003201, 4.652570], [-4.914770, -2.585307, -0.728569], [-4.486276, -3.394617, -0.400676], [-5.865111, -2.657796, -0.847765]], "forces_ev_per_angstrom": [[1.48, 0.84, 1.83], [-1.46, -0.05, -0.55], [0.45, 0.11, -0.02], [-0.72, -1.27, 1.12], [0.39, -0.75, -0.34], [0.67, -0.63, 0.40], [-2.08, -0.39, -2.17], [-0.26, 0.03, -0.64], [1.92, 0.46, 1.15], [-1.04, 0.53, -0.16], [0.47, -0.05, 0.06], [0.16, 1.18, -0.67], [1.47, 2.08, -3.91], [-0.94, 0.06, 2.78], [-0.56, -2.06, 1.09], [0.44, 0.07, -0.97], [-0.33, 0.33, 0.84], [-0.11, -0.41, 0.13], [-2.06, 1.55, 4.13], [1.67, -1.76, -0.54], [0.39, 0.21, -3.59], [0.79, 0.34, 0.05], [-0.96, 0.21, -0.24], [0.20, -0.64, 0.23]], "total_energy_ev": -22394.2873, "spin_multiplicity": 1, "e_homo_ev": -8.8, "orbital_gap_ev": 9.2, "largest_force_ha_per_bohr": 0.0947, "relative_energy_kj_mol": 225.9}


{"formula": "C3H17N2O3", "method": "ωB97M-V with the def2-TZVPD basis set", "elements": ["C", "N", "C", "N", "C", "H", "H", "H", "H", "H", "H", "H", "H", "H", "H", "H", "H", "H", "O", "H", "H", "O", "H", "H", "O"], "positions_angstrom": [[1.713588, -1.039505, 0.972800], [2.233900, 0.211879, 1.546950], [0.474740, -0.767246, 0.083924], [0.049551, 0.652462, 0.037669], [-0.681066, 1.121966, 1.276631], [2.493225, -1.488825, 0.355581], [1.448342, -1.758259, 1.738798], [2.805451, 0.665253, 0.846499], [2.785448, 0.091693, 2.384201], [0.639204, -1.101046, -0.937565], [-0.392355, -1.307420, 0.468418], [-0.573234, 0.908317, -0.720499], [0.838687, 1.236617, -0.224717], [-0.074857, 0.760008, 2.099061], [-0.801398, 2.198651, 1.293232], [-1.574723, 0.560919, 1.234167], [-2.258562, 0.365683, -2.525459], [-1.008183, 0.469088, -3.379319], [-1.308781, 0.525697, -2.467194], [2.413199, -0.168275, -2.776379], [1.411519, -0.763592, -3.752071], [1.796059, -0.902147, -2.880703], [-3.885226, -0.691390, 1.296071], [-4.466746, 0.007936, 2.445995], [-4.077780, 0.211535, 1.583909]], "forces_ev_per_angstrom": [[0.49, 0.69, -0.23], [-0.45, -0.01, -0.27], [-0.65, -0.67, -0.11], [0.13, 1.45, 0.19], [1.74, -0.67, -0.09], [-0.22, -0.32, -0.08], [0.02, 0.10, 0.23], [0.32, 0.06, 0.28], [0.03, -0.17, -0.06], [0.03, 0.14, -0.03], [0.05, -0.01, -0.05], [-0.44, -1.04, -0.87], [0.43, 0.13, 0.78], [-0.07, 0.38, 0.25], [-0.10, -0.03, -0.13], [-1.34, -0.08, 0.22], [0.00, 0.06, 0.05], [0.11, 0.06, 0.01], [-0.25, -0.05, 0.01], [0.10, -0.14, -0.13], [0.07, -0.16, -0.08], [-0.05, 0.34, 0.13], [-0.02, 0.17, -0.36], [-0.10, 0.53, 0.02], [0.16, -0.76, 0.31]], "total_energy_ev": -12503.1900, "spin_multiplicity": 1, "e_homo_ev": -13.3, "charge": 1, "orbital_gap_ev": 10.4, "largest_force_ha_per_bohr": 0.0363, "relative_energy_kj_mol": 161.2}


{"formula": "C3H17N3Si3", "method": "ωB97M-V with the def2-TZVPD basis set", "elements": ["C", "C", "C", "N", "N", "N", "Si", "Si", "Si", "H", "H", "H", "H", "H", "H", "H", "H", "H", "H", "H", "H", "H", "H", "H", "H", "H"], "positions_angstrom": [[-2.718613, -0.109270, -2.511348], [-1.315870, 0.355271, -0.596058], [-0.207600, 0.032825, -3.940863], [-1.362977, 0.173311, -1.846118], [-0.231681, 0.117164, -2.518308], [1.206984, -0.397153, 2.318706], [1.172653, 1.319358, 2.708039], [1.192395, -1.405109, 3.766849], [1.583560, -1.320081, 0.813479], [-3.606376, 0.107274, -1.859471], [-2.738380, 0.604602, -3.397696], [-2.664564, -1.121781, -2.848332], [-0.437957, 0.780047, -0.053130], [2.028102, -0.199826, -0.031847], [-2.195461, 0.198878, -0.021334], [0.714080, 0.276981, -4.319850], [-0.628100, -0.920568, -4.386610], [-0.934178, 0.808067, -4.296131], [0.890341, 2.214496, 1.514044], [2.554034, 1.781689, 3.178651], [0.241083, 1.495405, 3.800570], [2.229739, -2.415779, 3.963972], [0.028498, -2.392032, 3.673147], [1.075715, -0.496166, 4.829107], [2.716784, -2.210789, 1.091100], [0.480004, -1.977519, 0.213162]], "forces_ev_per_angstrom": [[0.73, 1.99, -0.33], [0.23, 1.43, 3.80], [-4.99, -0.04, 0.20], [0.17, -1.06, -3.27], [0.68, -0.24, 0.87], [0.24, -1.08, 0.18], [1.48, -0.09, -1.09], [-1.31, -1.34, -1.69], [0.84, 2.61, 1.05], [1.24, -0.30, -0.38], [-0.18, -1.08, 1.10], [-0.25, -0.58, -0.27], [-0.61, -0.77, -1.07], [0.11, -0.21, -0.42], [-0.65, 0.05, 0.19], [2.26, 0.28, -0.66], [0.77, 0.55, 0.42], [0.60, -0.24, -0.56], [-0.13, -0.59, 0.48], [-0.72, -0.23, -0.11], [-0.46, 0.25, 0.28], [0.77, 0.23, -0.09], [0.22, 0.70, 0.15], [-0.07, 0.76, 1.42], [-0.02, -0.31, 0.07], [-0.94, -0.70, -0.27]], "total_energy_ev": -31486.4641, "spin_multiplicity": 1, "e_homo_ev": -7.2, "orbital_gap_ev": 8.0, "largest_force_ha_per_bohr": 0.0972}


{"formula": "C3H18K2NO9", "method": "ωB97M-V with the def2-TZVPD basis set", "elements": ["K", "K", "N", "O", "O", "O", "O", "H", "H", "O", "H", "H", "O", "H", "H", "O", "H", "H", "O", "H", "H", "C", "C", "C", "O", "H", "H", "H", "H", "H", "H", "H", "H"], "positions_angstrom": [[4.225891, 0.131477, -2.928731], [-1.003785, 1.415246, -2.726555], [1.217284, -0.515403, -0.772612], [2.428269, -0.536250, -1.025937], [0.322141, -0.629045, -1.698162], [0.850747, -0.446250, 0.414609], [-1.682363, -2.637483, -0.860321], [-2.399479, -2.015090, -1.023071], [-0.875637, -2.122147, -1.004881], [1.934886, 2.652108, -0.382910], [1.066491, 2.498637, 0.011106], [2.520024, 1.989903, 0.032159], [1.912890, -1.620039, -4.059463], [1.295904, -1.366171, -3.346416], [1.368587, -2.023540, -4.745730], [2.892144, -1.206384, 2.290552], [2.135357, -1.309318, 1.686710], [3.288331, -2.082813, 2.361877], [4.086691, 0.950653, 1.144877], [3.999243, -0.016929, 1.154565], [4.882141, 1.151911, 0.641091], [-2.471247, -0.347684, 1.964635], [-2.880150, 0.539336, 0.785862], [-3.737046, 1.728376, 1.181234], [-1.724106, 1.027186, 0.044069], [-1.727880, 0.203355, 2.545540], [-2.134153, -1.328049, 1.643743], [-3.361658, -0.452517, 2.582696], [-3.504469, -0.075295, 0.113392], [-4.545625, 1.402618, 1.832450], [-4.190211, 2.138625, 0.274252], [-3.170124, 2.526513, 1.657108], [-1.019087, 0.374462, 0.212265]], "forces_ev_per_angstrom": [[-0.39, -0.28, 0.09], [-0.11, -0.02, 0.48], [-0.24, -0.54, 1.01], [-0.41, 0.10, -0.88], [1.21, 0.39, 0.32], [-0.33, 0.12, -1.09], [0.05, 0.11, -0.05], [0.03, -0.09, 0.06], [-0.20, -0.01, 0.00], [-0.10, -0.47, -0.33], [0.23, 0.06, 0.22], [-0.12, 0.20, 0.23], [-0.13, 0.49, 0.21], [0.16, -0.23, -0.04], [0.16, -0.03, 0.08], [0.02, -0.38, -0.40], [0.20, 0.16, 0.27], [-0.14, 0.04, 0.13], [0.12, 0.27, -0.69], [-0.27, 0.12, 0.42], [0.08, 0.01, 0.25], [-0.33, 1.03, -0.26], [-0.24, -0.25, -0.03], [0.03, 0.03, -0.48], [-0.06, -0.57, -0.03], [0.13, -0.33, 0.09], [0.25, -0.03, 0.04], [0.08, -0.25, 0.12], [0.26, 0.08, -0.04], [-0.01, 0.05, 0.04], [-0.02, 0.13, 0.12], [0.11, -0.12, 0.16], [-0.02, 0.22, -0.03]], "total_energy_ev": -55964.8282, "spin_multiplicity": 1, "e_homo_ev": -13.0, "charge": 1, "orbital_gap_ev": 9.4, "largest_force_ha_per_bohr": 0.0255, "relative_energy_kj_mol": 0.0}


{"formula": "C3H18N2O6S", "method": "ωB97M-V with the def2-TZVPD basis set", "elements": ["N", "C", "O", "C", "N", "C", "S", "H", "H", "H", "H", "H", "H", "H", "H", "O", "H", "H", "O", "H", "H", "O", "H", "H", "O", "H", "H", "O", "H", "H"], "positions_angstrom": [[0.705196, -1.122578, -1.179326], [-0.064363, -0.148093, -0.625770], [-0.689973, 0.671176, -1.339392], [-0.189547, 0.030254, 0.884422], [-0.196929, 1.480760, 1.156966], [-1.458313, -0.635340, 1.381886], [-1.468005, -1.262378, 3.096384], [1.270924, -1.768109, -0.686454], [0.892200, -1.137312, -2.172784], [0.662953, -0.428336, 1.450106], [0.603813, 2.049677, 0.754904], [-1.115581, 1.864242, 0.882532], [-1.644604, -1.678099, 0.872364], [-2.366480, -0.070212, 1.201344], [-1.135729, -0.210265, 3.851344], [-3.073607, 1.549224, -1.578940], [-2.483478, 1.584593, -2.355656], [-2.424841, 1.942189, -0.975612], [2.577218, -3.125676, 0.436660], [2.985092, -2.294444, 0.410273], [2.536216, -3.309680, 1.385504], [3.323952, -0.055792, 0.288938], [3.863044, -0.051167, -0.496411], [2.570908, 0.456185, 0.018164], [1.850921, 2.557696, -0.638591], [1.859935, 2.194077, -1.522222], [2.294683, 3.387666, -0.753625], [-3.239859, -1.003746, -0.896707], [-3.604766, -0.057889, -1.101396], [-2.840968, -1.408611, -1.748910]], "forces_ev_per_angstrom": [[-0.25, 0.57, -0.48], [-1.07, 1.21, -1.72], [1.76, -1.56, 0.65], [1.18, 0.61, 0.40], [0.02, 0.34, 0.45], [-0.64, -2.46, -0.09], [0.18, -0.16, 0.09], [0.21, -0.56, 1.09], [-0.56, 0.30, 0.08], [-0.49, 0.27, -0.70], [-1.70, -1.36, 0.44], [1.07, -0.15, 0.08], [0.44, 2.19, 0.56], [0.16, 0.19, -0.17], [0.01, 0.35, -0.26], [0.35, 1.47, -0.67], [-0.66, -0.53, 0.07], [-0.37, -0.38, 0.41], [-0.98, -1.81, 0.38], [1.17, 2.23, -0.10], [-0.15, -0.15, -0.26], [0.32, -0.64, 0.37], [0.55, -0.04, -0.35], [-0.67, 0.58, 0.06], [0.09, -0.40, -0.02], [-0.37, -0.30, -0.41], [0.44, 0.79, 0.21], [-0.27, 0.22, -2.09], [1.46, -2.35, -0.09], [-1.23, 1.52, 2.06]], "total_energy_ev": -29503.4034, "spin_multiplicity": 1, "e_homo_ev": -8.7, "orbital_gap_ev": 8.7, "largest_force_ha_per_bohr": 0.0553, "relative_energy_kj_mol": 65.3}